DFT (wB97M-V/def2-TZVPD) results for a cluster of 4 separate species, C15H29ClN8O6P in total at a distorted geometry.

Calculated values
LUMO energy	-3.2	eV
net charge	+1
orbital gap	7.8456	eV
highest occupied orbital energy	-11.00	eV

Each line ends with the natural charge from an NBO analysis.
CARTESIAN COORDINATES (ANGSTROEM)
1 N -3.682 -1.899 -3.870  -0.617
2 N -2.457 -2.262 -4.513  -0.208
3 C -1.988 -3.617 -4.104  -0.278
4 C -1.200 -3.410 -2.722  0.102
5 C -0.916 -4.767 -1.982  -0.538
6 C -0.613 -4.553 -0.433  0.596
7 O -0.880 -5.369 0.404  -0.471
8 C 0.105 -3.197 -0.084  -0.151
9 C 1.574 -3.154 -0.056  -0.192
10 C 2.190 -1.847 0.221  -0.196
11 C 1.350 -0.658 0.435  -0.213
12 C -0.121 -0.715 0.429  -0.226
13 C -0.730 -2.011 0.152  -0.243
14 O 0.043 -2.811 -3.095  -0.543
15 C -0.082 -1.506 -3.666  -0.230
16 P 1.288 -1.408 -5.001  1.100
17 O 2.581 -2.135 -4.201  -0.934
18 Cl 0.711 -2.641 -6.606  -0.333
19 C -1.463 -1.145 -4.342  -0.299
20 H -4.090 -1.106 -4.380  0.385
21 H -3.504 -1.559 -2.922  0.380
22 H -2.691 -2.311 -5.517  0.451
23 H -2.842 -4.303 -3.882  0.263
24 H -1.237 -4.072 -4.808  0.266
25 H -1.867 -2.771 -2.083  0.184
26 H 0.029 -5.209 -2.419  0.256
27 H -1.756 -5.506 -2.126  0.249
28 H 2.173 -4.079 -0.252  0.232
29 H 3.301 -1.810 0.259  0.238
30 H 1.832 0.334 0.608  0.282
31 H -0.765 0.178 0.583  0.223
32 H -1.839 -2.162 0.089  0.208
33 H 0.175 -0.664 -2.954  0.250
34 H 2.359 -3.065 -3.983  0.499
35 H -1.906 -0.276 -3.781  0.250
36 H -1.233 -0.718 -5.366  0.253
37 C 3.852 2.843 1.059  0.779
38 O 2.711 2.493 0.789  -0.695
39 N 4.429 2.645 2.274  -0.851
40 N 4.652 3.469 0.149  -0.850
41 H 5.365 2.931 2.494  0.383
42 H 3.877 2.185 2.986  0.444
43 H 4.265 3.636 -0.763  0.402
44 H 5.590 3.767 0.342  0.388
45 C 0.779 2.079 4.018  0.784
46 O 1.942 1.848 3.724  -0.700
47 N -0.265 1.649 3.257  -0.852
48 N 0.423 2.781 5.122  -0.851
49 H -1.228 1.827 3.479  0.392
50 H -0.042 1.125 2.430  0.400
51 H 1.165 3.116 5.711  0.404
52 H -0.531 2.980 5.376  0.420
53 C -2.340 5.348 5.559  0.779
54 O -2.307 4.158 5.839  -0.696
55 N -1.919 5.831 4.359  -0.842
56 N -2.801 6.288 6.424  -0.838
57 H -1.938 6.802 4.110  0.392
58 H -1.570 5.164 3.693  0.408
59 H -3.121 5.968 7.321  0.413
60 H -2.837 7.269 6.216  0.392